ORCA calculation (ωB97M-V/def2-TZVPD) on 2 unconnected molecules or ions with the total composition CH4NO3S in a non-equilibrium geometry.

Each line ends with the Mulliken charge.
Positions of all 10 atoms, in Å:
1 C 1.242 0.540 0.629  -0.46
2 N -0.239 -1.321 0.539  -0.75
3 O -2.440 -0.711 -1.608  -0.53
4 O -0.678 0.849 -2.015  -0.56
5 O 0.173 -0.057 1.264  -0.21
6 S -1.559 0.241 -0.961  0.66
7 H 1.126 1.015 -0.338  0.23
8 H 2.010 -0.244 0.428  0.22
9 H 1.567 1.377 1.315  0.20
10 H -1.203 -1.690 0.746  0.20

Cartesian forces (eV/Å) of the 3 atoms listed first:
1.467 -0.195 0.386
0.354 1.274 -2.226
-0.976 -0.410 0.337

## Properties
maximum force: 2.94 eV/A
charge: -1
orbital gap (alpha / beta): 6.8 / 6.8 eV
E_HOMO (alpha / beta): -2.86 / -2.86 eV
relative energy (zero: lowest compared OMol25 entry of this formula, charge and spin): 3.6020 eV
LUMO energy (alpha / beta): 4.0 / 4.0 eV